Formula: C41H69F4N3PSi4TeW
Source: OMol25
Level of theory: the ωB97M-V functional and the def2-TZVPD basis

The multiplicity is 3. The total charge is +1. For the largest force on an atom, the calculation gives 1.4 eV/Å. The value obtained for the energy above the lowest of the compared OMol25 structures with the same formula, charge and spin is 122.3 kJ/mol. Its LUMO energy (spin up / spin down) is -3.81 / -4.36 eV. The highest occupied orbital energy (spin up / spin down) is -10.009 / -10.178 eV.

Positions of all 124 atoms, in Å:
W 0.87 -0.43 0.63
C 3.23 -1.64 -3.59
N 3.81 -0.91 -2.48
C 5.24 -1.14 -2.43
C 3.51 0.52 -2.59
C 2.09 0.87 -2.16
N 1.83 0.76 -0.73
C 2.07 1.81 0.12
C 1.35 1.54 1.30
F 0.56 -0.92 2.48
C 1.40 2.40 2.38
F 0.67 2.17 3.47
C 2.24 3.50 2.34
C 2.93 3.76 1.17
F 3.70 4.84 1.11
C 2.86 2.96 0.04
F 3.58 3.27 -1.05
H 3.63 -1.31 -4.56
H 2.14 -1.51 -3.62
H 3.43 -2.71 -3.48
H 5.76 -0.75 -3.32
H 5.43 -2.22 -2.39
H 5.68 -0.68 -1.55
H 3.65 0.87 -3.63
H 4.22 1.08 -1.98
H 1.37 0.25 -2.69
H 1.90 1.91 -2.47
H 2.33 4.18 3.18
C -1.34 -3.31 2.01
C -1.85 -2.90 0.62
C -2.54 -4.11 -0.04
P -0.65 -2.11 -0.53
C -1.66 -1.76 -2.03
C -3.03 -1.14 -1.76
C -0.89 -0.97 -3.07
C 0.64 -3.22 -1.12
C 0.49 -4.18 -2.13
C 1.57 -4.95 -2.54
C 1.41 -6.01 -3.59
C 2.81 -4.72 -1.94
C 2.99 -3.76 -0.96
C 1.89 -3.00 -0.54
N 2.02 -2.05 0.50
C 2.98 -2.40 1.53
C 4.10 -1.59 1.77
C 4.40 -0.33 1.01
C 5.02 -1.99 2.74
C 4.87 -3.15 3.47
C 5.87 -3.55 4.52
C 3.77 -3.95 3.19
C 2.83 -3.61 2.23
C 1.72 -4.60 2.00
H -2.16 -3.21 2.71
H -0.52 -2.70 2.37
H -1.04 -4.36 2.00
H -2.59 -2.10 0.77
H -1.80 -4.87 -0.29
H -3.10 -3.86 -0.95
H -3.24 -4.55 0.66
H -1.84 -2.77 -2.42
H -3.60 -1.65 -0.99
H -3.62 -1.18 -2.68
H -2.94 -0.10 -1.48
H 0.08 -1.41 -3.29
H -0.75 0.06 -2.74
H -1.47 -0.94 -4.00
H -0.47 -4.34 -2.59
H 0.45 -5.93 -4.10
H 1.47 -7.01 -3.15
H 2.20 -5.94 -4.34
H 3.66 -5.30 -2.27
H 3.96 -3.59 -0.52
H 4.20 -0.45 -0.06
H 5.45 -0.07 1.15
H 3.82 0.51 1.36
H 5.88 -1.36 2.91
H 6.68 -2.83 4.59
H 6.30 -4.52 4.29
H 5.39 -3.63 5.50
H 3.63 -4.88 3.74
H 1.21 -4.82 2.94
H 2.14 -5.54 1.63
H 0.98 -4.27 1.29
C -3.62 2.49 -2.98
Si -4.53 2.64 -1.34
C -5.53 4.23 -1.34
C -5.66 1.18 -1.02
Si -3.05 3.07 0.45
Te -1.25 1.21 0.43
Si -3.99 2.78 2.60
C -4.19 0.95 2.97
C -2.86 3.57 3.86
C -5.67 3.64 2.54
Si -2.03 5.17 0.13
C -0.44 5.27 1.10
C -3.26 6.43 0.78
C -1.66 5.43 -1.69
H -4.31 2.78 -3.78
H -3.30 1.47 -3.18
H -2.75 3.14 -3.04
H -6.37 4.09 -2.03
H -4.96 5.10 -1.67
H -5.96 4.46 -0.36
H -6.69 1.52 -0.89
H -5.39 0.61 -0.13
H -5.65 0.49 -1.87
H -3.24 0.43 2.90
H -4.90 0.47 2.29
H -4.57 0.83 3.99
H -1.86 3.13 3.81
H -3.24 3.39 4.87
H -2.76 4.65 3.73
H -6.32 3.18 1.79
H -5.58 4.70 2.32
H -6.15 3.54 3.51
H -0.59 5.06 2.16
H 0.00 6.26 1.01
H 0.28 4.55 0.71
H -3.58 6.21 1.80
H -4.15 6.51 0.15
H -2.77 7.41 0.79
H -1.02 4.63 -2.07
H -1.13 6.37 -1.82
H -2.56 5.47 -2.31

***

Formula: C41H70Br8I2N
Source: OMol25
Level of theory: the ωB97M-V functional and the def2-TZVPD basis

The total charge is +1. For the largest force on an atom, the calculation gives 1.6 eV/Å. Its LUMO energy is -3.00 eV. The highest occupied orbital energy is -10.694 eV.

Positions of all 122 atoms, in Å:
C 1.66 -2.26 -0.44
C 1.40 -1.29 -1.09
C 1.46 -0.22 -2.08
C 2.72 0.68 -1.87
C 3.90 -0.02 -1.24
C 4.51 -1.13 -1.82
C 5.55 -1.79 -1.23
C 6.04 -1.35 0.00
C 5.47 -0.22 0.57
C 4.42 0.44 -0.03
C 3.91 1.65 0.72
C 1.47 -0.81 -3.50
C 0.36 -1.82 -3.63
N -0.95 -1.30 -3.12
C -2.06 -1.82 -3.99
I -2.15 -0.93 -5.92
C -3.45 -1.77 -3.29
C -4.31 -2.86 -3.93
I -4.43 0.10 -3.74
C -0.98 0.16 -2.87
C 0.16 0.64 -1.96
C -0.35 0.77 -0.52
C -1.22 2.05 -0.42
C -2.26 2.04 0.70
C -3.55 1.26 0.35
C -4.27 0.87 1.65
C -5.68 0.25 1.52
C -6.07 -0.35 0.17
C -5.61 -1.80 -0.07
C -4.33 -2.25 0.62
C -4.04 -3.73 0.29
C -3.16 -4.41 1.35
C -1.72 -4.53 0.88
C -0.81 -5.35 1.81
C -0.09 -4.57 2.94
C -0.65 -3.19 3.28
H 1.91 -3.12 0.12
H 3.04 1.03 -2.85
H 2.44 1.56 -1.31
H 4.17 -1.52 -2.77
H 5.97 -2.66 -1.71
H 6.83 -1.89 0.48
H 5.86 0.11 1.52
H 2.83 1.66 0.82
H 4.42 1.75 1.67
H 4.18 2.55 0.15
H 1.26 0.03 -4.17
H 2.42 -1.22 -3.81
H 0.61 -2.70 -3.05
H 0.30 -2.15 -4.66
H -1.10 -1.75 -2.21
H -1.85 -2.87 -4.17
H -3.37 -1.90 -2.21
H -3.72 -3.73 -4.22
H -5.09 -3.20 -3.25
H -4.80 -2.51 -4.83
H -0.99 0.74 -3.78
H -1.90 0.38 -2.33
H 0.41 1.66 -2.27
H 0.46 0.91 0.19
H -0.96 -0.09 -0.24
H -0.53 2.86 -0.21
H -1.73 2.25 -1.37
H -2.58 3.06 0.87
H -1.84 1.71 1.64
H -3.33 0.41 -0.30
H -4.19 1.95 -0.19
H -4.38 1.79 2.22
H -3.63 0.24 2.26
H -6.44 0.96 1.83
H -5.75 -0.56 2.24
H -7.16 -0.38 0.15
H -5.81 0.29 -0.68
H -6.39 -2.45 0.33
H -5.58 -2.02 -1.14
H -3.45 -1.69 0.29
H -4.41 -2.16 1.70
H -5.01 -4.23 0.25
H -3.57 -3.76 -0.70
H -3.52 -5.41 1.58
H -3.24 -3.81 2.26
H -1.28 -3.56 0.65
H -1.74 -5.07 -0.08
H -1.42 -6.16 2.22
H -0.04 -5.84 1.21
H -0.13 -5.18 3.85
H 0.96 -4.44 2.68
H -0.12 -2.78 4.13
H -1.70 -3.21 3.56
H -0.48 -2.49 2.46
Br 7.96 2.86 1.62
C 9.15 1.80 0.51
C 9.10 2.24 -0.93
Br 7.48 1.63 -1.80
H 8.85 0.76 0.63
H 10.14 1.94 0.92
H 9.92 1.80 -1.49
H 9.14 3.32 -1.04
Br 9.16 4.35 -4.02
C 7.92 5.72 -3.43
C 8.63 6.98 -3.04
Br 9.49 6.79 -1.30
H 7.34 5.29 -2.61
H 7.26 5.90 -4.28
H 7.93 7.80 -2.92
H 9.41 7.27 -3.74
Br -9.51 0.43 3.96
C -9.18 1.94 5.15
C -8.05 2.79 4.65
Br -6.32 1.96 4.98
H -8.99 1.52 6.14
H -10.11 2.50 5.17
H -8.02 3.74 5.18
H -8.11 2.98 3.58
Br 1.04 0.90 3.36
C 1.24 2.43 4.55
C 1.99 3.56 3.90
Br 3.90 3.20 3.82
H 1.73 2.06 5.44
H 0.22 2.73 4.79
H 1.89 4.46 4.50
H 1.66 3.76 2.88

***

Formula: C41H78BrF2NO8S
Source: OMol25
Level of theory: the ωB97M-V functional and the def2-TZVPD basis

Its structure (SMILES) is CCCCCc1cc2c(c(C)c1[C@H](C)F)N(F)c1c(Br)ccc(O)c1S2.CC(C)O.CC(C)O.CC(C)O.CC(C)O.CC(C)O.CC(C)O.CC(C)O. The total charge is 0. For the largest force on an atom, the calculation gives 5.5 eV/Å. Its LUMO energy is -0.84 eV. The highest occupied orbital energy is -8.134 eV.

Positions of all 132 atoms, in Å:
C -5.82 -0.07 -1.46
C -5.62 -0.34 0.15
C -5.15 0.98 1.01
C -3.55 1.37 0.76
C -2.65 0.37 1.72
C -1.34 -0.21 0.88
C -1.63 -1.50 -0.13
C -0.35 -2.11 -1.02
C 1.19 -1.53 -0.93
C 1.43 -0.25 0.11
C 2.93 0.39 0.30
C 0.19 0.43 1.01
C 0.44 1.70 2.05
C 0.53 1.11 3.62
F -0.59 2.77 1.93
N 2.39 -2.06 -1.68
F 3.12 -2.94 -0.95
C 2.06 -2.57 -3.06
C 3.22 -2.38 -4.25
Br 4.96 -1.47 -3.83
C 3.01 -2.93 -5.80
C 1.63 -3.72 -6.27
C 0.47 -3.87 -5.09
O -0.85 -4.52 -5.36
C 0.68 -3.32 -3.52
S -0.68 -3.56 -2.21
H -5.24 -0.91 -2.05
H -6.96 0.01 -1.78
H -5.30 0.97 -1.69
H -4.87 -1.26 0.26
H -6.67 -0.71 0.55
H -5.31 0.78 2.18
H -5.78 1.94 0.70
H -3.45 2.49 1.18
H -3.26 1.32 -0.38
H -3.31 -0.53 2.12
H -2.24 0.96 2.67
H -2.72 -1.97 -0.27
H 2.92 1.57 0.34
H 3.34 0.01 1.34
H 3.63 0.08 -0.60
H 1.50 2.22 1.87
H 1.21 1.80 4.29
H 1.02 0.04 3.60
H -0.54 1.10 4.14
H 3.85 -2.83 -6.65
H 1.51 -4.13 -7.36
H -1.33 -3.89 -6.00
C 1.49 5.29 6.53
C 0.65 4.43 5.60
C -0.77 4.97 5.48
O 0.60 3.10 6.10
H 1.06 5.31 7.54
H 2.50 4.89 6.62
H 1.55 6.32 6.17
H 1.11 4.40 4.61
H -1.27 4.97 6.45
H -1.37 4.34 4.81
H -0.77 5.99 5.08
H 0.19 3.12 6.98
C -1.15 -7.81 -2.20
C -1.73 -8.48 -3.44
C -0.63 -9.05 -4.32
O -2.49 -7.53 -4.18
H -0.50 -6.97 -2.48
H -1.96 -7.39 -1.58
H -0.58 -8.51 -1.60
H -2.41 -9.28 -3.14
H 0.04 -8.26 -4.68
H -1.06 -9.52 -5.21
H -0.04 -9.80 -3.78
H -1.89 -6.82 -4.46
C -4.96 -7.45 -0.21
C -5.77 -6.37 -0.93
C -6.65 -6.97 -2.01
O -4.88 -5.43 -1.52
H -4.30 -7.97 -0.91
H -4.32 -7.00 0.55
H -5.61 -8.18 0.26
H -6.39 -5.84 -0.20
H -6.05 -7.48 -2.77
H -7.22 -6.19 -2.52
H -7.36 -7.69 -1.59
H -4.32 -5.90 -2.16
C -1.37 8.44 2.63
C -2.78 7.95 2.95
C -3.83 8.96 2.50
O -2.90 7.74 4.35
H -1.16 9.38 3.15
H -0.63 7.71 2.96
H -1.24 8.60 1.55
H -2.96 6.99 2.45
H -3.70 9.92 3.02
H -4.83 8.60 2.75
H -3.77 9.14 1.42
H -2.74 8.58 4.80
C 5.30 5.26 5.06
C 6.03 6.33 5.85
C 5.06 7.17 6.67
O 6.74 7.18 4.95
H 4.59 5.71 4.35
H 6.01 4.67 4.46
H 4.75 4.58 5.72
H 6.76 5.87 6.51
H 4.34 7.69 6.02
H 5.59 7.95 7.22
H 4.50 6.55 7.38
H 6.10 7.60 4.36
C -0.68 2.95 -4.39
C -1.31 3.32 -3.06
C -0.63 2.61 -1.91
O -2.69 2.97 -3.08
H -0.77 1.87 -4.58
H -1.19 3.46 -5.22
H 0.38 3.22 -4.42
H -1.25 4.40 -2.92
H -0.72 1.52 -2.01
H -1.10 2.88 -0.96
H 0.43 2.87 -1.85
H -2.76 2.01 -3.21
C 7.63 -5.19 -5.28
C 8.36 -4.65 -4.07
C 7.57 -4.89 -2.79
O 8.59 -3.26 -4.23
H 6.66 -4.69 -5.41
H 8.21 -5.01 -6.20
H 7.45 -6.27 -5.19
H 9.34 -5.14 -3.99
H 6.60 -4.37 -2.83
H 8.11 -4.48 -1.93
H 7.39 -5.95 -2.63
H 7.73 -2.82 -4.31

***

> Among the records above, which one has the lowest total charge?

C41H78BrF2NO8S

***

> total charge of number 2 (C41H70Br8I2N)?

+1

***

> What is the total charge in the second record?

+1

***

> Which of these has the lowest total charge?

C41H78BrF2NO8S